An isolated ion of composition C22H25FN3O2S and charge +1, computed with ωB97M-V/def2-TZVPD.

```
54
Properties=species:S:1:pos:R:3:forces:R:3
C -0.700 0.577 8.101 0.083 -0.204 0.159
H 0.378 0.408 8.025 -0.043 0.005 -0.013
O -1.120 1.622 7.253 -0.107 0.257 -0.161
C -0.942 1.501 5.921 0.021 0.010 -0.323
C -0.367 0.403 5.283 -0.061 0.031 0.474
C -0.238 0.394 3.909 -0.097 0.293 -0.295
C -0.672 1.467 3.132 0.015 -0.167 0.600
C -1.249 2.565 3.778 0.123 -0.269 -0.019
C -1.382 2.581 5.145 0.018 -0.056 0.233
H -1.826 3.422 5.652 -0.060 0.108 0.058
H -1.601 3.409 3.206 -0.060 0.126 -0.049
C -0.514 1.418 1.690 -0.266 0.790 -0.694
C -0.794 2.414 0.790 0.060 -0.327 -0.005
S -0.454 1.929 -0.822 0.032 -0.648 0.647
C 0.082 0.389 -0.165 -0.528 1.550 -0.167
N -0.031 0.282 1.106 0.303 -0.695 -0.099
N 0.476 -0.665 -0.981 0.369 -0.544 -0.276
C 1.275 -0.524 -2.063 -0.079 0.043 0.093
O 1.433 -1.464 -2.850 0.257 -0.015 -0.104
C 1.946 0.773 -2.283 0.282 0.146 -0.475
C 2.764 1.364 -1.322 0.010 -0.024 -0.192
C 3.431 2.539 -1.611 0.057 -0.037 0.144
C 3.288 3.141 -2.852 -0.088 -0.097 0.030
C 2.478 2.570 -3.820 -0.132 -0.148 -0.101
C 1.828 1.389 -3.526 0.049 -0.065 0.321
F 1.006 0.832 -4.441 0.084 0.129 0.008
H 2.349 3.023 -4.790 -0.031 0.039 -0.108
H 3.809 4.059 -3.070 0.042 0.090 -0.030
H 4.066 2.988 -0.864 0.065 0.036 0.062
H 2.881 0.889 -0.359 -0.004 -0.023 0.117
C -0.017 -1.987 -0.605 -0.150 -0.315 0.142
H -0.043 -1.994 0.485 0.041 -0.049 -0.161
H 0.708 -2.729 -0.946 -0.038 0.078 0.096
C -1.422 -2.283 -1.161 0.218 -0.028 -0.138
H -1.990 -2.816 -0.398 -0.059 -0.002 -0.052
C -1.442 -3.168 -2.408 -0.349 -0.111 0.673
N -0.764 -2.586 -3.586 0.501 0.090 0.113
C -0.494 -3.604 -4.609 0.158 -0.465 -0.481
H 0.034 -3.149 -5.444 -0.020 0.073 0.036
H -1.426 -4.038 -4.971 -0.037 0.062 0.072
H 0.131 -4.394 -4.197 -0.022 0.054 0.099
C -1.502 -1.457 -4.167 -0.275 0.558 -0.241
H -2.451 -1.799 -4.580 0.026 -0.096 0.048
H -0.910 -1.001 -4.957 0.056 -0.087 0.033
H -1.696 -0.697 -3.414 0.038 -0.044 0.076
H 0.198 -2.202 -3.259 -0.485 -0.158 -0.099
H -2.479 -3.387 -2.678 0.116 -0.039 -0.117
H -0.945 -4.112 -2.171 -0.004 0.042 -0.140
H -1.943 -1.342 -1.337 -0.088 0.001 0.066
H -1.166 3.401 0.970 -0.056 0.257 0.127
H 0.212 -0.455 3.419 0.033 -0.069 0.000
H -0.016 -0.445 5.848 0.021 -0.057 0.083
H -0.944 0.903 9.110 0.037 -0.067 -0.065
H -1.234 -0.354 7.883 0.026 0.038 -0.007
```
Positions in Å, forces in eV/Å.

The max |F| comes out at 0.0320 hartree/bohr. The electronic energy is -45332.4090 eV. As for the SMILES: COc1ccc(-c2csc(N(CCC[NH+](C)C)C(=O)c3ccccc3F)n2)cc1. The value obtained for the gap between HOMO and LUMO is 7.37 eV. The LUMO energy comes out at -2.6 eV. Its total charge is +1. As for the molecular weight: 414.53 g mol⁻¹.


C28H28N5P2Pt as an isolated structure, computed with ωB97M-V/def2-TZVPD.

```
64
Properties=species:S:1:pos:R:3:forces:R:3
Pt -0.913 0.348 -0.043 -1.102 0.060 -1.291
C -1.311 -3.823 -0.971 0.161 -0.162 0.365
C -0.557 -4.478 0.018 -0.292 0.269 -0.588
C -0.167 -3.764 1.109 -0.069 0.731 0.103
C -0.500 -2.384 1.230 -0.600 -0.819 -2.226
N -1.064 -1.727 0.159 0.697 -0.140 0.811
C -1.510 -2.473 -0.860 -0.368 -0.442 -0.324
N -0.329 -1.843 2.418 -0.055 2.094 2.697
C -0.611 -0.605 2.774 0.518 -1.530 -2.176
N -0.804 0.456 1.925 -0.102 -0.072 0.805
C -0.852 1.614 2.653 0.276 1.434 -2.154
N -0.793 2.840 2.180 0.079 -1.852 2.970
C -0.898 3.235 0.930 -0.416 0.479 -2.468
C -0.756 4.634 0.709 0.013 -0.608 0.155
C -1.050 5.182 -0.501 -0.132 -0.318 -0.516
C -1.530 4.337 -1.519 0.139 0.186 0.334
C -1.589 2.990 -1.278 -0.250 0.286 -0.456
N -1.212 2.411 -0.127 0.377 0.253 0.858
C -0.842 1.276 4.045 0.049 -1.032 1.683
C -1.006 2.045 5.191 0.085 -0.043 -0.740
C -0.979 1.392 6.407 0.016 -0.431 0.312
C -0.775 0.011 6.490 -0.064 0.427 0.255
C -0.619 -0.766 5.360 0.038 -0.033 -0.848
C -0.665 -0.128 4.124 -0.165 1.331 1.599
H -1.728 -4.365 -1.801 -0.030 -0.016 -0.181
H -0.323 -5.525 -0.082 0.016 -0.142 0.054
H 0.367 -4.207 1.931 0.010 -0.058 0.178
H -2.094 -1.958 -1.613 0.130 -0.055 0.125
H -0.428 5.217 1.554 -0.036 0.068 0.075
H -0.943 6.240 -0.675 -0.009 0.145 0.011
H -1.844 4.736 -2.469 -0.059 -0.028 -0.101
H -1.990 2.327 -2.036 0.088 0.147 0.159
H -1.159 3.111 5.120 -0.006 0.076 -0.007
H -1.136 1.950 7.317 0.052 0.074 0.084
H -0.747 -0.454 7.463 -0.025 -0.042 0.075
H -0.482 -1.833 5.422 0.032 -0.123 0.008
C 0.114 1.403 -3.386 -0.229 0.115 0.224
P -0.768 0.126 -2.390 0.528 -0.097 -0.113
C -2.178 -0.195 -3.519 0.078 -0.076 0.332
C 0.487 -1.188 -2.622 0.001 -0.081 0.063
C 0.390 -2.186 -3.583 -0.002 0.041 -0.044
C 1.446 -3.059 -3.796 -0.046 -0.028 -0.058
C 2.617 -2.925 -3.068 0.074 -0.025 -0.004
C 2.716 -1.945 -2.096 -0.156 -0.002 -0.157
C 1.655 -1.081 -1.853 0.133 0.097 0.190
P 1.754 0.137 -0.483 0.339 0.375 0.074
C 2.641 -0.796 0.819 0.012 0.027 -0.217
C 3.079 1.305 -1.011 -0.061 -0.354 -0.044
H 0.668 0.899 -4.179 -0.060 -0.017 0.069
H 0.809 1.962 -2.763 0.000 0.026 -0.001
H -0.593 2.094 -3.841 0.009 0.102 0.024
H -1.823 -0.601 -4.464 -0.015 0.011 -0.039
H -2.668 0.759 -3.720 0.037 -0.012 0.042
H -2.919 -0.857 -3.076 0.008 -0.036 -0.083
H -0.512 -2.298 -4.170 -0.034 -0.016 -0.035
H 1.354 -3.842 -4.537 0.003 0.002 -0.033
H 3.457 -3.575 -3.257 0.035 -0.125 -0.022
H 3.628 -1.846 -1.525 0.075 -0.051 0.035
H 3.670 -0.995 0.523 0.083 -0.096 0.090
H 2.125 -1.734 1.013 0.023 -0.057 0.041
H 2.646 -0.208 1.736 -0.006 0.044 0.017
H 3.910 0.760 -1.457 0.170 0.038 -0.015
H 3.426 1.833 -0.125 0.031 0.052 0.044
H 2.711 2.035 -1.726 -0.024 0.027 -0.022
```
Positions in Å, forces in eV/Å.

The max |F| comes out at 0.0681 hartree/bohr. The electronic energy is -58762.2785 eV. The value obtained for the gap between HOMO and LUMO is 5.92 eV. The LUMO energy comes out at -3.8 eV. Its energy above the lowest of the compared OMol25 structures with the same formula, charge and spin is 20.4 kcal/mol. Its total charge is +1. As for the molecular weight: 691.59 g mol⁻¹.